# C29H54ClN2O34S8

A 9-piece molecular cluster, C29H54ClN2O34S8 overall in a non-equilibrium geometry (the ωB97M-V functional and the def2-TZVPD basis, the OMol25 dataset).

Computed properties:
<S²>: 0.75
DFT total energy: -7450.4124 Eh
2S+1: 2
LUMO level (spin up / spin down): -0.2 / -0.2 eV
HOMO energy (spin up / spin down): -8.14 / -9.23 eV
Kohn-Sham gap (spin up / spin down): 8.0 / 9.0 eV

Each line ends with the Mulliken charge.
Positions of all 128 atoms, in Å:
C: 6.4174 -0.7502 3.0934  -1.588
C: 5.2550 0.2426 3.1389  -0.155
C: 4.0229 -0.1040 2.2795  0.192
Cl: 4.0982 -1.7366 1.5219  -0.172
C: 2.6754 0.1542 3.0225  2.263
O: 2.7396 -0.2052 4.4337  -0.491
C: 2.9455 -1.4569 4.6846  0.756
N: 3.2050 -2.5413 4.9376  -0.615
C: 1.5249 -0.5115 2.2876  -2.872
C: 0.0981 -0.1261 2.7373  1.599
C: -0.8492 -0.1140 1.5344  -2.121
C: -0.4274 -1.2432 3.6618  -1.608
N: 0.0650 1.1440 3.5312  0.766
O: 0.0823 0.9836 4.8011  -0.655
C: 1.0121 2.1857 3.0608  1.742
C: 0.6263 2.8143 1.7159  -2.008
C: 0.9706 3.3272 4.0993  -1.716
C: 2.4782 1.6760 2.9703  -2.397
H: 7.2524 -0.3277 3.6581  0.459
H: 6.7726 -0.9166 2.0766  0.326
H: 6.1653 -1.6999 3.5645  0.341
H: 5.6528 1.1854 2.7545  0.024
H: 4.9908 0.4240 4.1807  0.482
H: 4.0168 0.5654 1.4247  0.536
H: 1.5759 -1.5983 2.3448  0.820
H: 1.6323 -0.2492 1.2302  0.520
H: -0.7432 -1.0749 1.0292  0.455
H: -1.8727 0.0083 1.8925  0.542
H: -0.6281 0.6745 0.8194  0.228
H: -1.3737 -0.9714 4.1248  0.433
H: -0.6323 -2.1048 3.0204  0.441
H: 0.2971 -1.5511 4.4118  0.294
H: 1.3295 3.6307 1.5349  0.446
H: -0.3750 3.2441 1.7261  0.356
H: 0.7646 2.1160 0.8903  0.417
H: 1.4433 4.2005 3.6425  0.294
H: -0.0571 3.5851 4.3534  0.437
H: 1.5222 3.0473 4.9934  0.418
H: 3.0694 2.1048 3.7786  0.468
H: 2.9015 2.0761 2.0536  0.398
C: -2.3926 -1.4266 -3.8702  -0.195
C: -2.5426 -2.3841 -2.7096  -0.355
O: -2.3377 -1.5536 -1.5541  -0.243
S: -2.8905 -0.0856 -1.8432  1.112
O: -4.1926 0.0322 -1.2807  -0.594
O: -1.8676 0.8455 -1.5223  -0.538
O: -3.0179 -0.2094 -3.4182  -0.216
H: -1.3433 -1.2215 -4.0819  0.146
H: -2.8851 -1.7768 -4.7731  0.323
H: -1.8119 -3.1868 -2.7276  0.339
H: -3.5499 -2.8035 -2.6590  0.252
C: -6.1145 -1.7805 0.7413  0.227
C: -6.6246 -0.9992 1.9217  -0.402
O: -7.1677 -1.9739 2.8204  -0.309
S: -6.2751 -3.3298 2.6957  1.163
O: -5.3411 -3.2692 3.7682  -0.564
O: -6.9759 -4.5348 2.4587  -0.509
O: -5.5212 -2.9295 1.3420  -0.285
H: -6.9176 -2.0956 0.0705  0.160
H: -5.3686 -1.2286 0.1777  -0.009
H: -7.4027 -0.2837 1.6652  0.351
H: -5.7983 -0.4804 2.4144  0.294
C: 5.4419 -3.4395 -1.7061  -0.056
C: 6.4787 -4.0710 -0.8042  -0.292
O: 7.2663 -4.8826 -1.6934  -0.363
S: 7.3506 -4.1896 -3.1268  1.137
O: 8.5654 -3.4617 -3.2333  -0.566
O: 6.9834 -5.1450 -4.1098  -0.562
O: 6.1615 -3.1483 -2.9207  -0.294
H: 4.6363 -4.1313 -1.9425  0.261
H: 5.0218 -2.5264 -1.2932  0.095
H: 6.0404 -4.6838 -0.0221  0.348
H: 7.1332 -3.3222 -0.3535  0.306
C: -8.1170 2.4561 -3.4847  -0.347
C: -8.2910 1.1945 -4.3048  -0.298
O: -7.2110 1.2398 -5.2457  -0.337
S: -5.9351 1.9377 -4.5761  1.003
O: -5.0507 0.9416 -4.0888  -0.325
O: -5.4856 2.9660 -5.4427  -0.590
O: -6.6992 2.5841 -3.3289  -0.315
H: -8.4878 3.3346 -4.0162  0.284
H: -8.5921 2.3938 -2.5096  0.310
H: -9.2407 1.1587 -4.8308  0.314
H: -8.1786 0.2979 -3.6918  0.260
C: 3.7506 -0.9466 -4.7672  0.031
C: 3.4559 -1.9341 -5.8762  -0.459
O: 2.9167 -3.0785 -5.1898  -0.366
S: 2.0970 -2.6047 -3.9146  1.101
O: 0.7076 -2.5592 -4.2242  -0.516
O: 2.5687 -3.3318 -2.7905  -0.575
O: 2.6469 -1.1166 -3.8504  -0.129
H: 4.6748 -1.1880 -4.2420  -0.155
H: 3.7914 0.0824 -5.1134  0.426
H: 4.3421 -2.2201 -6.4343  0.326
H: 2.6959 -1.5571 -6.5635  0.319
C: 5.6791 6.9868 2.6494  -0.411
C: 4.1758 6.9334 2.8267  -0.339
O: 3.7630 5.8738 1.9467  -0.304
S: 4.8896 4.7522 1.8845  1.003
O: 4.5574 3.6853 2.7593  -0.485
O: 5.1653 4.4610 0.5220  -0.502
O: 6.0674 5.6081 2.5262  -0.297
H: 5.9587 7.5068 1.7320  0.314
H: 6.1885 7.4408 3.4942  0.313
H: 3.6821 7.8600 2.5504  0.346
H: 3.8981 6.6614 3.8464  0.290
C: 7.0221 2.8482 -3.2491  -0.384
C: 5.8606 3.0678 -2.3036  -0.210
O: 4.7717 2.3604 -2.9240  -0.356
S: 5.3222 1.0781 -3.6873  1.205
O: 5.1691 -0.0693 -2.8634  -0.506
O: 4.8114 1.0894 -5.0125  -0.617
O: 6.8616 1.4903 -3.6940  -0.344
H: 6.9645 3.5053 -4.1186  0.312
H: 7.9876 2.9702 -2.7667  0.320
H: 5.6021 4.1140 -2.1768  0.340
H: 6.0442 2.6222 -1.3256  0.196
C: -12.2223 -3.2751 2.6895  -0.319
C: -12.2926 -2.2706 1.5582  -0.363
O: -10.9270 -2.0932 1.1639  -0.311
S: -10.1192 -3.4695 1.3605  0.995
O: -10.0611 -4.1502 0.1168  -0.608
O: -8.9489 -3.1936 2.1086  -0.308
O: -11.2036 -4.1954 2.2830  -0.335
H: -11.9121 -2.8063 3.6253  0.274
H: -13.1593 -3.8037 2.8411  0.307
H: -12.7185 -1.3189 1.8630  0.302
H: -12.8506 -2.6651 0.7064  0.303

Cartesian forces (eV/Å) of the 2 atoms listed first:
0.1 0.1 0.3
0.6 0.0 -0.3